1.
{"formula": "C6H14Br", "method": "ωB97M-V with the def2-TZVPD basis set", "homo_energy_ev": [-8.32, -10.82], "lumo_ev": [0.69, 0.22], "multiplicity": 2, "s2": 0.75, "gap_ev": [9.006, 11.036], "energy_ev": -76489.160, "de_lowest_kj_mol": 120.3, "elements": ["Br", "H", "C", "C", "C", "C", "C", "C", "H", "H", "H", "H", "H", "H", "H", "H", "H", "H", "H", "H", "H"], "positions_angstrom": [[-0.600, 0.287, 3.878], [-0.698, -1.033, 3.413], [0.992, -1.795, 0.132], [0.470, -3.223, 0.539], [0.053, -0.799, -0.601], [0.282, 0.743, -0.145], [-0.443, 1.594, -1.219], [-0.294, 3.093, -1.165], [1.445, -1.302, 1.033], [0.863, -3.416, 1.561], [-0.629, -3.210, 0.729], [0.684, -4.131, -0.088], [0.067, -0.832, -1.719], [-1.014, -0.949, -0.255], [-0.142, 0.939, 0.866], [1.341, 1.038, -0.101], [-0.075, 1.233, -2.184], [-1.511, 1.298, -1.193], [-0.796, 3.536, -2.032], [-0.755, 3.540, -0.259], [0.759, 3.387, -1.192]], "mulliken_charge": [-0.227, 0.202, -0.476, -0.896, -0.266, -0.287, -0.414, -1.292, 0.220, 0.285, 0.261, 0.299, 0.355, 0.247, 0.049, 0.368, 0.300, 0.289, 0.357, 0.304, 0.321]}

=====

2.
{"formula": "C6H14BrN", "method": "ωB97M-V with the def2-TZVPD basis set", "homo_energy_ev": [-6.89, -9.03], "lumo_ev": [-0.92, 0.63], "gap_ev": [5.966, 9.661], "energy_ev": -77976.222, "de_lowest_kj_mol": 291.0, "elements": ["C", "C", "C", "C", "C", "C", "N", "Br", "H", "H", "H", "H", "H", "H", "H", "H", "H", "H", "H", "H", "H", "H"], "positions_angstrom": [[-0.298, -2.312, 0.054], [1.830, -2.179, -1.344], [-0.015, 2.948, 0.871], [-1.791, 1.254, 0.548], [0.413, -1.963, -1.112], [-0.383, 1.600, 0.085], [0.665, 0.644, 0.092], [1.226, 0.026, 1.737], [-0.183, -3.305, 0.467], [-0.028, -1.497, 0.926], [-1.392, -2.229, 0.022], [2.032, -2.074, -2.452], [2.136, -3.211, -0.991], [2.508, -1.300, -0.857], [0.256, 2.735, 1.939], [0.807, 3.408, 0.229], [-0.927, 3.583, 0.784], [-1.750, 0.858, 1.495], [-2.234, 0.393, -0.016], [-2.374, 2.044, 0.349], [-0.047, -1.325, -1.799], [-0.451, 1.901, -1.026]], "mulliken_charge": [-0.620, -0.840, -1.146, -1.537, -0.018, 0.401, -0.246, -0.108, 0.403, -0.163, 0.254, 0.283, 0.280, 0.173, 0.371, 0.290, 0.356, 0.373, 0.278, 0.574, 0.400, 0.243]}

=====

3.
{"formula": "C6H14BrN3O2", "method": "ωB97M-V with the def2-TZVPD basis set", "homo_energy_ev": [-7.63, -7.63], "lumo_ev": [-0.54, -0.53], "gap_ev": [7.089, 7.094], "energy_ev": -85048.346, "elements": ["C", "C", "C", "C", "C", "C", "N", "N", "N", "O", "O", "Br", "H", "H", "H", "H", "H", "H", "H", "H", "H", "H", "H", "H", "H", "H"], "positions_angstrom": [[-1.715, -0.757, -2.164], [2.185, -2.138, -0.075], [-0.230, -0.771, -1.980], [0.686, -2.141, -0.069], [-0.921, 2.641, 1.366], [0.080, 2.695, 2.532], [0.199, -0.862, -0.588], [0.037, 1.369, 0.013], [0.035, 0.098, 0.351], [-0.160, 1.857, -1.152], [0.235, -0.155, 1.525], [-0.860, 3.116, 4.254], [-2.085, -1.564, -1.452], [-2.233, 0.204, -1.854], [-2.123, -1.055, -3.259], [2.445, -1.138, 0.393], [2.491, -2.956, 0.544], [2.467, -2.238, -1.147], [0.185, -1.684, -2.367], [0.259, 0.186, -2.341], [0.349, -2.887, -0.758], [0.233, -2.275, 0.896], [-1.182, 3.348, 0.682], [-1.730, 2.011, 1.574], [0.942, 3.402, 2.191], [0.413, 1.691, 2.886]], "mulliken_charge": [-0.962, -0.961, -0.549, -0.748, -0.480, -0.247, -0.164, -0.169, 1.350, -0.696, -0.804, -0.179, 0.277, 0.248, 0.309, 0.262, 0.368, 0.286, 0.386, 0.383, 0.395, 0.471, 0.397, 0.283, 0.337, 0.206]}

=====

4.
{"formula": "C6H14BrP", "method": "ωB97M-V with the def2-TZVPD basis set", "homo_energy_ev": -9.13, "smiles": "CC(C)PBr.C=CC", "lumo_ev": 0.70, "gap_ev": 9.823, "energy_ev": -85778.829, "de_lowest_kj_mol": 182.0, "elements": ["C", "C", "C", "P", "Br", "H", "H", "H", "H", "H", "H", "H", "H", "C", "C", "C", "H", "H", "H", "H", "H", "H"], "positions_angstrom": [[-1.693, 0.421, 2.483], [-0.785, -0.253, 1.434], [-1.338, -1.515, 0.691], [0.904, -0.621, 2.073], [1.317, 0.985, 3.514], [-1.335, 1.374, 2.811], [-2.692, 0.493, 2.272], [-1.624, -0.033, 3.458], [-0.619, 0.469, 0.728], [-1.836, -2.271, 1.413], [-0.471, -1.936, 0.010], [-2.012, -1.077, 0.066], [0.513, -1.560, 3.069], [1.323, 1.748, -3.476], [1.761, 0.891, -2.510], [1.112, -0.435, -2.147], [0.322, 1.581, -3.912], [1.879, 2.661, -3.633], [2.649, 1.144, -1.887], [0.155, -0.337, -2.683], [0.914, -0.493, -1.079], [1.558, -1.237, -2.694]], "mulliken_charge": [-1.633, 0.213, -1.108, 0.063, -0.227, 0.442, 0.432, 0.412, 0.371, 0.335, 0.295, 0.381, 0.048, -0.711, 0.034, -0.693, 0.237, 0.263, 0.274, 0.267, -0.072, 0.376]}